(1)
This record from OMol25 describes a structure of composition C17H8BrCl5N2O5Ta at a distorted geometry. The level of theory is ωB97M-V with the def2-TZVPD basis set.

```
39
Properties=species:S:1:pos:R:3:forces:R:3
Ta -0.8657 0.3586 -1.0675 0.656 -1.000 -0.010
Cl -3.2428 2.1028 -0.1359 0.112 0.110 -0.064
C -2.1124 3.1219 -0.9636 -0.033 0.058 0.083
C -0.9716 2.5499 -1.4244 0.337 0.266 -0.139
C -0.0541 3.3970 -2.1022 -0.180 -0.115 0.087
Cl 1.3524 2.6930 -2.6811 0.062 -0.006 -0.027
C -0.2882 4.7914 -2.3067 0.036 0.023 -0.027
Cl 0.8483 5.7321 -3.1271 -0.029 -0.009 0.013
C -1.4575 5.3432 -1.8216 -0.196 -0.085 0.124
Cl -1.7996 6.9833 -2.0306 0.012 0.086 -0.024
C -2.4001 4.5176 -1.1329 0.168 0.027 -0.176
Cl -3.8148 5.1555 -0.5501 -0.110 0.050 0.047
O -0.4507 0.6876 0.8628 -0.413 0.290 0.394
N -0.4484 0.2819 2.1412 0.144 -0.072 -0.070
C 0.3129 0.9797 3.0012 -0.029 -0.050 -0.013
C 0.3495 0.6057 4.3242 0.016 0.030 -0.035
C -0.3981 -0.4861 4.7443 0.006 0.003 0.038
C -1.1670 -1.1836 3.8239 -0.014 -0.014 -0.023
C -1.1803 -0.7843 2.5064 0.008 0.031 0.036
H 0.8573 1.8056 2.5704 0.010 0.010 0.027
H 0.9639 1.1715 5.0093 -0.004 -0.008 0.010
H -0.3796 -0.7910 5.7817 -0.002 -0.005 -0.002
H -1.7580 -2.0403 4.1138 0.000 0.000 0.001
H -1.7293 -1.2805 1.7215 -0.009 -0.005 0.012
Br 4.9157 -4.1872 -2.5631 0.016 -0.013 -0.007
C 3.2036 -4.1136 -1.8049 0.005 0.089 -0.001
C 2.5708 -5.2871 -1.3912 -0.041 -0.148 0.030
N 1.3563 -5.3226 -0.8472 0.113 0.175 -0.062
C 0.7218 -4.1704 -0.6952 -0.104 -0.093 0.057
C 1.2753 -2.9480 -1.0728 0.192 0.032 -0.013
C 2.5508 -2.9124 -1.6455 -0.065 -0.071 0.027
C 0.5203 -1.7326 -0.8940 -0.132 0.311 0.128
O 0.9763 -0.5693 -1.2709 -0.102 0.071 -0.082
O -0.6528 -1.6942 -0.3858 0.018 -0.106 -0.148
H 3.0753 -6.2389 -1.5104 -0.002 0.001 0.002
H -0.2715 -4.2120 -0.2642 0.000 0.004 -0.004
H 3.0017 -1.9797 -1.9543 -0.002 0.004 -0.001
O -2.3378 -0.0184 -2.1441 -0.044 -0.026 -0.074
O -1.0719 -0.3263 -2.8133 -0.398 0.156 -0.114
```
Forces are in eV/Å.

HOMO level (spin up / spin down) = -14.0 / -14.0 eV
2S+1 = 2
⟨S²⟩ = 0.77
calculated total energy = -6069.67513 Eh
net charge = +2

(2)
This record from OMol25 describes a structure of composition C17H8N8O4S2Tc at a distorted geometry. The level of theory is ωB97M-V with the def2-TZVPD basis set.

```
40
Properties=species:S:1:pos:R:3:forces:R:3
Tc -0.1289 0.3026 -0.5344 3.497 0.253 0.412
O 1.3922 -3.3613 1.0625 -0.097 -0.118 -0.068
C 1.1209 -2.2005 0.8518 0.211 -0.033 -0.011
O 0.0355 -1.7267 0.3353 -0.740 0.264 -0.238
C 2.0469 -1.0957 1.2556 0.056 0.130 0.098
C 3.2121 -1.2028 1.9911 0.007 0.019 -0.036
C 3.8330 -0.0320 2.4038 0.097 -0.026 0.038
C 3.2533 1.2016 2.1300 0.003 -0.024 0.012
C 2.0823 1.2167 1.4006 0.118 -0.177 0.118
N 1.5484 0.0895 0.9527 -0.735 0.507 -0.384
C 1.1875 2.3946 1.1513 0.148 -0.198 -0.049
O 1.4576 3.5048 1.5258 -0.070 0.125 0.005
O 0.0891 2.0002 0.5639 -0.782 0.383 -0.176
H 3.5881 -2.1865 2.2348 -0.003 0.007 0.003
H 4.7526 -0.0810 2.9725 -0.008 0.004 -0.009
H 3.6751 2.1338 2.4780 -0.035 0.003 0.007
S 1.9139 0.4013 -1.7854 -0.470 -0.441 0.324
C 1.4754 1.2323 -3.2347 0.214 0.059 -0.214
C 2.4698 1.2989 -4.2698 -0.040 -0.021 0.122
N 3.2785 1.3213 -5.0863 -0.006 -0.007 0.009
C 0.2671 1.8094 -3.3991 -0.180 0.120 -0.274
S -0.9330 1.8196 -2.1541 -0.090 -0.428 0.499
C -0.0644 2.4970 -4.6162 0.040 -0.095 0.066
N -0.3396 3.0352 -5.5939 -0.031 0.003 0.035
N -1.3291 -2.9519 -2.9413 -0.092 -0.091 0.049
C -0.3318 -2.1202 -2.6380 -0.046 0.123 -0.086
N -0.8106 -1.2029 -1.8312 -0.590 -0.013 -0.517
C -2.1211 -1.5426 -1.6508 0.155 0.091 0.113
N -2.4757 -2.6046 -2.3181 0.016 -0.093 -0.053
C -2.9037 -0.7408 -0.7055 0.056 -0.067 -0.150
C -4.2672 -0.8488 -0.5013 -0.084 0.007 -0.016
N -4.9056 -0.0735 0.3682 0.075 -0.038 -0.006
C -4.1753 0.8160 1.0322 -0.126 -0.092 -0.066
C -2.8102 0.9529 0.8334 0.106 0.062 0.102
N -2.1777 0.1672 -0.0343 -0.590 -0.295 0.361
H -1.2991 -3.7811 -3.5122 -0.012 0.045 -0.023
H 0.6824 -2.1948 -2.9944 -0.007 0.008 0.012
H -4.8431 -1.5733 -1.0637 -0.011 0.000 0.036
H -4.6924 1.4422 1.7474 0.033 0.035 -0.009
H -2.2093 1.6830 1.3595 0.012 0.007 -0.035
```
Forces are in eV/Å.

HOMO level (spin up / spin down) = -8.3 / -8.5 eV
2S+1 = 2
⟨S²⟩ = 0.76
calculated total energy = -2268.89754 Eh

(3)
This record from OMol25 describes a structure of composition C18H10BaCl5N4S4 at a distorted geometry. The level of theory is ωB97M-V with the def2-TZVPD basis set.

```
42
Properties=species:S:1:pos:R:3:forces:R:3
Ba -0.1057 -1.0221 0.3559 -0.095 -0.070 -0.068
Cl 0.9878 -4.2017 1.6133 -0.429 0.037 0.184
C -0.6470 -4.1116 2.3782 0.764 -0.273 -0.200
C -1.3169 -2.9296 2.2732 0.255 0.463 -0.314
C -2.5471 -2.9105 2.8654 -0.742 0.331 0.275
Cl -3.4961 -1.4026 2.7720 0.179 -0.211 -0.019
C -3.1178 -3.9827 3.5463 0.343 -0.263 -0.071
Cl -4.6749 -3.9044 4.2863 -0.041 0.066 -0.006
C -2.3752 -5.1675 3.6246 -0.036 0.119 -0.021
Cl -3.0114 -6.5352 4.4605 -0.053 -0.078 0.049
C -1.1144 -5.2419 3.0307 -0.113 -0.107 0.102
Cl -0.1915 -6.7034 3.1309 -0.032 0.058 -0.013
S -2.0183 -0.3510 -1.8224 -0.176 -0.963 0.160
C -0.5063 0.2704 -2.4863 -0.722 0.971 -0.026
C -0.6209 1.6169 -2.8999 0.017 0.102 0.031
C 0.4081 2.3283 -3.4656 -0.955 0.651 0.093
C 1.6132 1.7095 -3.6549 1.123 -0.355 -0.246
C 1.7627 0.4026 -3.2612 0.018 -0.026 -0.014
C 0.7322 -0.3514 -2.6549 1.072 -0.189 -0.256
S 1.2508 -1.9751 -2.1717 -0.366 -0.272 0.356
H -1.5845 2.0906 -2.7571 0.001 0.002 0.001
H 0.2523 3.3583 -3.7651 -0.004 0.026 0.006
H 2.4456 2.2328 -4.1128 0.009 -0.001 -0.002
H 2.7134 -0.0943 -3.4156 -0.024 -0.019 0.018
N -3.0043 1.7460 0.5760 -0.301 0.083 0.067
C -1.8455 2.4615 0.5695 0.088 -0.997 -0.057
N -0.6822 1.8653 0.6003 0.383 0.325 -0.146
C 0.3378 2.7940 0.4608 -0.285 0.025 0.112
C -0.0588 4.0919 0.4035 -0.016 -0.247 0.048
S -1.7832 4.1691 0.4865 0.099 0.563 -0.077
C 1.7191 2.3276 0.3001 0.382 0.105 -0.175
C 2.8159 3.1295 0.2878 -0.069 -0.136 -0.074
S 4.2113 2.2001 -0.1601 0.025 0.666 0.193
C 3.2299 0.7992 -0.2340 -0.658 -0.426 0.152
N 1.9607 0.9943 0.0312 0.219 0.054 0.179
N 3.7591 -0.4223 -0.4786 -0.078 -0.534 -0.296
H -2.8997 0.8581 0.0678 0.125 0.150 -0.038
H -3.8192 2.2442 0.2524 0.005 0.040 0.075
H 0.5437 4.9729 0.2683 -0.031 0.017 0.003
H 2.8637 4.1891 0.4720 0.076 -0.018 -0.034
H 4.6949 -0.4316 -0.8503 -0.029 -0.038 -0.012
H 3.1188 -1.1130 -0.9230 0.069 0.367 0.060
```
Forces are in eV/Å.

HOMO level = -4.1 eV
calculated total energy = -4830.36940 Eh
net charge = -1

(4)
This record from OMol25 describes a structure of composition C18H10Br2Co2O6Zn at a distorted geometry. The level of theory is ωB97M-V with the def2-TZVPD basis set.

```
39
Properties=species:S:1:pos:R:3:forces:R:3
Br -4.1046 0.0105 4.7320 -0.550 0.346 0.435
Zn -2.4617 -1.5761 4.6051 1.100 0.541 -1.342
Br -2.4199 -3.7769 4.0403 -0.113 -0.761 0.297
C -0.7609 -0.4596 3.4137 -0.829 -1.168 1.392
C -1.4454 -0.7756 2.1707 1.276 -0.303 -0.117
C -0.6362 -1.6558 1.4285 -0.179 0.295 0.533
C 0.5269 -2.0084 2.2206 -0.173 1.080 0.173
C 0.4157 -1.3153 3.4811 -0.143 0.075 -0.282
C 1.3600 -1.5412 4.5046 0.366 0.143 -0.469
C 2.5129 -2.2744 4.2063 -0.554 0.126 -0.018
C 2.6915 -2.8259 2.9166 -0.315 -0.022 -0.481
C 1.7178 -2.6992 1.9204 -0.331 -0.003 0.455
H -0.9020 0.4212 4.0685 -0.019 -0.498 -0.653
H -2.4496 -0.4128 1.9468 0.503 0.114 -0.359
H -0.7762 -2.0024 0.4009 -0.350 -0.032 0.570
H 1.1839 -1.1096 5.4986 0.257 -0.113 -0.364
H 3.2876 -2.4187 4.9634 -0.251 -0.012 -0.179
H 3.6019 -3.3739 2.6886 -0.023 0.084 0.070
H 1.8224 -3.0962 0.9027 0.251 -0.053 0.511
O 3.6747 0.4437 -2.9019 -0.261 0.785 0.000
C 2.8186 1.2130 -3.0179 1.436 -1.969 -0.421
Co 1.3843 2.2011 -3.1522 -0.510 0.617 0.121
C 1.2501 3.2161 -1.7372 -0.666 2.057 2.452
O 1.0651 3.8402 -0.7733 0.455 -1.039 -1.576
C 1.5146 3.4415 -4.4289 -1.327 -0.219 -0.871
O 1.5023 4.2176 -5.2932 0.496 -0.812 1.211
C -0.1926 1.1908 -3.8714 1.937 -1.848 -0.857
C -0.1500 0.7182 -2.5256 -1.150 0.035 -1.630
C 0.3476 -0.3806 -1.8683 -0.913 1.064 -0.942
Co -1.8292 1.7266 -3.2026 0.010 1.439 0.753
C -2.3209 2.4267 -1.6791 -0.668 0.851 2.486
O -2.5606 2.8432 -0.6202 0.338 -0.579 -1.690
C -2.8830 0.4038 -3.6274 -0.398 -1.597 -0.074
O -3.4751 -0.5593 -3.8701 0.099 0.658 -0.022
C -2.0493 3.1081 -4.3353 0.669 0.734 -0.448
O -2.0888 4.0052 -5.0693 -0.213 -1.111 0.781
H -0.0654 0.5570 -4.7719 -0.011 0.437 0.502
H 0.0629 -0.5979 -0.8068 0.583 0.089 -1.143
H 0.8308 -1.1243 -2.5566 0.171 0.570 1.198
```
Forces are in eV/Å.

HOMO level = -2.0 eV
calculated total energy = -10836.27874 Eh
net charge = -2